The following is a quantum chemistry calculation of 15 unconnected molecules or ions with the total composition C78H178N8O15, from the OMol25 dataset.

Computed properties:
lowest unoccupied orbital energy	0.337	eV
calculated total energy	-4644.82014	Ha
HOMO level	-8.00	eV
total charge	0
ΔE to the lowest compared entry with this formula, charge and spin	15.8	kcal/mol
frontier orbital gap	0.3064	hartree

Geometry as XYZ:
```
279
Properties=species:S:1:pos:R:3:forces:R:3:lowdin_charge:R:1
O 7.03199 0.77041 1.72498 0.29 -0.28 0.16 -0.03
O 2.43881 -3.25669 3.76124 -0.53 -0.10 -0.09 -0.13
O -0.76203 5.98716 -1.98448 -0.17 -0.04 -0.06 -0.05
O -1.43219 0.29481 -6.43647 -0.31 0.31 -0.01 -0.01
O 1.60174 4.36360 -5.33240 0.10 0.30 -0.09 -0.11
O -0.46904 -0.04276 -1.28795 0.44 0.01 0.26 -0.01
O -0.47818 -0.70801 6.82597 0.52 0.17 1.15 0.00
O -0.22393 -2.17967 4.24373 0.02 -0.65 0.25 -0.15
O 4.50437 6.98072 0.33072 0.27 -0.13 0.12 -0.12
O -6.68160 7.34075 -1.00075 0.39 0.47 1.50 -0.02
O 3.54207 5.14976 -3.46824 0.60 0.71 0.36 -0.13
O 0.64920 7.55150 0.22532 -0.09 -0.62 -0.32 -0.12
O 3.46602 -2.31427 -3.22726 0.47 -0.05 -0.21 -0.02
O -0.82079 -7.60748 -2.71463 -0.46 -0.19 0.05 -0.01
O -6.65103 -0.61927 4.40124 0.01 0.35 -0.07 -0.03
N 7.74079 -0.36414 2.26103 0.33 0.58 -0.20 -0.08
N 0.10151 -6.87454 -1.95513 1.22 0.46 -0.73 -0.12
N -2.50464 -0.55237 -6.09438 0.11 -1.76 0.54 -0.11
N 0.47019 0.73972 -0.56216 1.24 1.04 -0.22 -0.09
N -5.76173 0.11924 3.57097 1.04 0.48 0.48 -0.10
N -6.84360 6.12751 -1.65602 0.68 -1.44 -1.79 -0.10
N 0.58684 -1.58710 7.09635 1.04 -1.61 -1.00 -0.11
N 3.76762 -1.22032 -4.06769 -0.76 1.64 -0.50 -0.09
C 8.18814 -2.59123 4.01495 -1.32 0.01 -0.07 -0.18
C 0.92211 2.87717 0.66551 0.85 -1.51 -0.65 -0.10
C -0.06985 -2.09097 9.49007 0.25 0.93 -0.91 -0.02
C 1.90856 -0.93418 7.06045 1.47 0.27 -0.60 -0.48
C 0.63744 -0.90066 1.34366 0.51 -0.07 -0.49 0.00
C -0.86354 -3.49927 7.54447 -0.41 0.71 -1.05 -0.03
C 1.37066 -0.07515 0.25990 -0.25 0.92 0.21 -0.47
C -5.06629 -1.84540 -5.98303 0.31 -0.05 0.88 -0.16
C -0.05703 6.97460 1.30216 -1.10 0.72 0.92 -0.17
C -4.28393 1.21548 -5.85708 -0.42 0.52 -0.42 -0.03
C -4.93486 2.30287 2.87197 -0.37 -0.43 -1.10 -0.14
C 3.48682 -2.66869 -6.06583 0.03 -0.41 0.65 -0.02
C -0.13310 1.93176 -0.01033 -1.22 1.39 1.69 -0.49
C -3.94820 -2.46502 -6.84217 -1.62 0.75 -0.30 -0.13
C 5.13750 -0.68130 -3.88363 -0.92 0.75 -0.80 -0.50
C -7.43544 5.05081 -0.83514 -0.88 0.05 0.07 -0.50
C 3.35209 4.27982 -2.37913 -0.19 -1.06 -0.57 -0.17
C -3.49797 0.03751 -5.22924 0.14 0.90 0.12 -0.52
C -7.12594 -0.59896 1.56533 0.71 0.62 -1.10 -0.03
C -2.90401 -1.41255 -7.21156 0.99 -0.27 -1.32 -0.49
C 0.11566 -5.47263 -2.34495 0.56 1.31 0.12 -0.49
C 3.08894 -1.34102 -5.36024 0.09 -1.29 -1.01 -0.49
C 3.07032 -1.96902 7.22549 -1.21 -0.67 -0.04 -0.13
C -1.22537 -4.76655 -2.09105 -0.53 -0.28 0.77 -0.02
C -0.96292 -7.47461 0.26895 -0.62 0.59 -1.33 -0.02
C -3.37748 -0.60009 -8.42421 -0.75 0.54 -1.87 -0.04
C 5.51782 -1.61848 2.37674 0.21 1.05 -0.45 -0.01
C 7.03774 0.40891 4.55616 0.02 -0.26 1.29 -0.04
C -1.51009 -1.61582 4.17671 -0.50 0.60 -1.24 -0.16
C -5.50803 2.00880 5.24806 0.48 -0.84 -0.27 -0.03
C 2.07089 0.20806 8.07320 -0.29 0.77 -0.14 -0.03
C 0.30784 -7.40164 -0.60023 0.91 0.05 -0.47 -0.51
C 2.17269 -0.98939 -0.63902 -0.65 -1.66 -0.02 -0.04
C 1.56229 -1.40725 -5.18687 -0.25 0.06 0.26 -0.03
C -5.35391 6.97559 -3.33907 0.12 0.11 -1.31 -0.05
C -0.81768 2.75065 -1.08062 0.01 -0.96 -1.78 -0.04
C 1.32645 -5.02827 -0.09060 -0.81 -0.02 -1.37 -0.18
C 8.18419 -0.03055 3.65439 -1.11 0.06 -0.70 -0.50
C -2.84661 0.58717 -3.96864 0.39 0.27 0.85 -0.04
C 5.38995 0.48146 -4.89400 -0.88 -0.57 -0.80 -0.12
C -4.67510 0.25966 1.36642 -2.10 -0.42 -0.63 -0.11
C 7.81628 -2.74655 2.54039 -0.01 -0.43 0.74 -0.15
C 2.10947 -4.61302 3.53497 0.24 -0.53 -0.81 -0.15
C -5.26261 -1.98257 2.53065 0.09 -0.30 -0.86 -0.03
C 0.94257 -8.79698 -0.78201 -1.76 0.09 1.09 -0.04
C -7.50186 3.72628 -1.62444 1.69 -1.17 0.25 -0.12
C 0.70905 3.33296 -4.97114 -0.21 -1.19 -0.52 -0.13
C 1.87568 2.07495 1.60606 -1.46 1.70 0.72 -0.17
C -5.68739 -0.52652 2.22326 -1.31 -0.31 1.57 -0.45
C -4.44793 -1.07068 -4.79937 -1.49 -0.19 -0.78 -0.13
C 2.81898 -2.84757 8.44185 1.38 0.29 -0.83 -0.19
C 8.92281 -1.28412 4.17497 0.31 0.66 -0.45 -0.14
C 2.42176 0.86657 0.91125 0.37 0.62 -0.55 -0.13
C 3.54713 6.32181 1.16194 0.49 -0.46 -1.09 -0.16
C -5.54141 5.83227 -2.33997 0.35 0.69 -0.87 -0.50
C 0.28339 -2.64671 8.08395 -0.72 -0.73 1.17 -0.49
C 5.13816 0.00392 -2.52754 0.53 -1.31 0.73 -0.04
C -4.93694 1.74754 1.45892 1.22 0.81 -0.95 -0.21
C -8.90909 5.42564 -0.66545 0.12 1.09 0.76 -0.05
C 6.99846 -1.58826 1.93445 0.74 -1.28 0.32 -0.51
C 0.49200 -5.19560 -3.81645 -0.57 -0.40 -0.67 -0.04
C -6.80404 4.88205 0.54763 0.56 1.15 0.48 -0.03
C 6.21106 -1.74134 -4.06703 -0.41 -0.17 0.54 -0.02
C -4.29919 5.71380 -1.47714 0.07 -0.60 1.12 -0.03
C 9.16878 1.16764 3.59692 0.44 -1.22 -0.83 -0.03
C -6.16423 3.35579 -2.29504 0.21 0.78 -1.42 -0.16
C 3.38901 -0.13942 -6.28956 0.59 0.05 1.75 -0.13
C 7.08855 -1.87718 0.43516 -0.75 1.60 -0.22 -0.04
C -5.68210 4.54024 -3.15981 -1.77 0.06 0.32 -0.14
C 1.49009 -3.59543 8.24190 1.60 0.70 1.31 -0.12
C -7.33804 2.11672 3.45655 0.59 -0.21 0.30 -0.02
C -1.19126 1.67808 1.09518 0.55 -1.10 0.60 -0.03
C 1.25046 -4.74717 -1.59939 0.44 1.41 1.12 -0.15
C -5.89121 1.57669 3.81624 -1.13 0.30 -0.54 -0.48
C -1.65533 -2.24713 -7.66680 -0.58 0.93 0.35 -0.03
C 1.37158 -6.52914 0.10104 0.08 0.13 0.79 -0.15
C 2.19382 -0.37159 5.65162 -0.73 0.64 0.14 -0.03
C 4.87214 0.20965 -6.31532 -0.24 -0.79 0.73 -0.17
H -0.05028 0.04218 -2.15160 -0.47 -0.34 -0.25 0.09
H -9.32425 5.74860 -1.61969 -0.19 -0.68 -0.14 0.09
H 6.74084 -0.97269 -0.07467 -0.24 -0.19 -0.21 0.06
H -1.64642 -5.03655 -1.11750 0.16 -0.14 0.05 0.07
H -3.60301 0.68948 -3.18605 -0.07 -0.12 -0.01 0.08
H -5.12169 7.97560 -2.97508 -0.35 -0.15 0.56 0.08
H 5.95404 -2.59402 -3.43579 0.19 -0.08 -0.04 0.08
H -8.14489 1.56493 3.93797 0.17 -0.31 -0.06 0.08
H 1.60365 0.53417 5.48720 -0.18 -0.15 -0.26 0.09
H -1.92218 0.89178 0.89819 -0.28 0.43 -0.77 0.06
H -5.41296 3.02036 -1.57818 -0.01 0.09 0.11 0.10
H 1.57650 -1.85166 -0.96558 -0.20 -0.01 0.45 0.07
H 3.63651 -3.57071 8.53297 -0.13 -0.21 -0.18 0.11
H -6.51625 4.72171 -3.85031 -0.13 0.07 0.03 0.12
H 3.01590 0.73110 7.91365 0.27 -0.42 0.21 0.09
H 2.98797 -0.33480 -7.28111 -0.21 0.15 0.06 0.12
H 2.25051 -4.76528 -2.04203 -0.11 -0.99 -0.31 0.12
H 0.99379 8.42008 0.44326 -0.10 -0.03 0.26 0.09
H -5.40650 3.09355 5.27109 -0.49 0.06 0.12 0.08
H 2.90827 0.69186 -5.76210 -0.37 0.26 -0.60 0.11
H -1.62794 6.19139 -2.35330 0.03 0.00 0.03 0.02
H -3.64911 -0.06764 1.51176 0.00 0.14 0.30 0.10
H -0.73812 7.69584 1.76965 0.21 0.28 0.04 0.08
H 6.18918 0.24499 -2.35167 -0.25 0.77 0.37 0.09
H 2.16325 -4.90504 2.47956 0.33 0.33 -0.13 0.04
H 0.22959 3.46478 -4.00004 0.01 0.23 -0.07 0.07
H 4.93015 -2.42036 1.93035 0.35 -0.50 0.46 0.08
H 1.27100 -2.22185 -4.52307 0.09 0.13 0.09 0.06
H 0.43685 -4.53407 0.31357 -0.01 -0.33 0.51 0.11
H 2.84379 5.02352 -4.13021 0.03 -0.33 0.29 0.03
H -1.15575 -3.67866 -2.04875 0.13 0.02 -0.47 0.08
H 0.53750 6.56593 2.12158 0.43 -0.11 -0.31 0.08
H -7.45206 2.07930 2.37427 -0.21 -0.04 0.04 0.05
H 2.59952 2.81906 1.95199 0.65 -0.42 -0.32 0.10
H -0.70969 1.22168 1.96571 0.17 0.55 0.23 0.06
H 1.94183 -0.05827 9.12000 0.35 -0.16 -0.02 0.06
H -5.27555 -0.53341 -4.32677 0.04 -0.23 0.40 0.12
H 1.70521 -8.86094 -1.55080 0.17 0.16 0.18 0.09
H 1.25091 -9.06262 0.23181 0.57 -0.36 -0.25 0.08
H 3.06598 1.26240 0.11782 0.05 -0.29 -0.18 0.12
H 0.04139 -2.28827 5.17035 0.01 0.27 0.18 0.04
H 8.69090 2.13782 3.68965 -0.02 -0.02 0.03 0.08
H -8.34923 3.62215 -2.30058 0.12 0.58 -0.27 0.12
H -0.28461 -2.87524 10.21035 0.27 0.01 0.06 0.09
H -4.50554 1.65306 5.50478 0.02 -0.23 -0.21 0.08
H -1.83447 -1.68987 3.13381 0.16 -0.01 -0.06 0.07
H -4.95317 1.73582 -5.16419 -0.01 -0.45 0.37 0.07
H 4.12845 4.32252 -1.61441 0.09 0.86 -0.12 0.08
H -1.03404 -8.25976 1.01867 0.59 0.22 0.28 0.08
H -1.81672 -7.66369 -0.38942 0.05 -0.04 -0.08 0.08
H 2.85648 -5.22685 4.03665 -0.29 -0.10 0.32 0.08
H -4.55799 6.80539 -4.07384 0.23 -0.51 0.31 0.08
H 2.95467 -2.27188 9.36184 -0.78 0.04 0.13 0.11
H 2.20147 -4.57313 0.37251 0.01 0.11 -0.11 0.10
H -3.65017 2.03826 -6.19838 0.45 -0.36 -0.08 0.08
H 5.42829 -1.53709 3.45782 -0.24 -0.41 -0.03 0.07
H 0.83460 -0.47822 2.32758 -0.12 -0.23 0.12 0.07
H 1.06235 -3.67068 -1.69031 -0.36 -0.09 -0.17 0.09
H 9.96102 1.01952 4.33244 -0.25 0.26 0.34 0.08
H -3.93190 6.65421 -1.06540 0.01 0.09 -0.25 0.09
H -4.42222 -2.76230 -7.78193 0.20 -0.08 -0.12 0.12
H 5.01938 -0.74029 1.95498 0.22 0.25 0.14 0.06
H 0.76744 -1.44162 9.74154 0.07 -0.42 0.79 0.05
H 4.07609 7.32631 -0.45591 -0.12 -0.11 0.01 0.07
H -6.16604 1.61468 6.02058 -0.28 0.28 -0.09 0.08
H -6.53872 5.87484 0.92995 -0.43 0.18 -0.08 0.09
H 0.44959 3.76362 1.08932 -0.29 -0.35 0.45 0.11
H -0.71221 6.50808 -1.17432 0.26 0.15 -0.13 0.00
H -3.19226 0.47444 -8.41276 0.47 -0.11 0.37 0.08
H 1.97944 -1.12189 4.89821 -0.08 0.09 -0.04 0.06
H -0.46980 -0.13527 7.61180 -0.48 0.26 -0.26 0.10
H 4.56098 -2.85253 -6.04273 0.08 0.41 -0.56 0.06
H 1.28028 -6.69228 1.18051 0.09 -0.47 -0.05 0.11
H 1.03775 -1.91251 1.26255 -0.16 -0.12 0.52 0.08
H 2.75821 5.90026 0.53593 -0.55 0.58 0.26 0.06
H -2.97724 -0.96544 -9.37812 0.75 -0.02 0.30 0.08
H 1.04752 -1.59015 -6.13376 0.30 -0.11 -0.18 0.08
H -1.31777 -4.22451 8.21660 0.53 -0.12 0.23 0.09
H -9.03677 6.31944 -0.04329 0.23 -0.11 0.25 0.08
H -1.48489 -0.54664 4.39990 -0.09 -0.06 0.31 0.08
H -1.35876 3.63245 -0.75027 0.35 0.11 0.23 0.07
H -7.62951 2.89156 -0.92690 -0.44 0.34 0.43 0.11
H 0.57203 -4.12857 -4.03940 0.14 0.10 0.67 0.06
H 1.37395 1.03723 7.89686 -0.36 -0.27 -0.15 0.08
H 6.47924 -0.43938 4.95982 -0.08 0.05 -0.07 0.06
H -3.54453 -3.40122 -6.45732 0.21 0.31 0.59 0.12
H 2.37150 -6.85744 -0.19291 -0.03 -0.10 -0.09 0.12
H 7.28891 -2.58645 4.64203 -0.10 0.00 -0.07 0.10
H -6.26647 2.58097 -3.05947 -0.33 -0.52 0.52 0.10
H 6.20538 -2.06743 -5.10500 0.33 -0.02 0.01 0.07
H -2.06313 -0.05905 -3.56570 -0.14 -0.25 -0.11 0.08
H -0.84031 -1.58490 -7.95895 0.13 -0.05 0.30 0.07
H -7.39927 7.94348 -1.22267 -0.17 -0.42 -0.41 0.11
H 1.13764 -0.46890 -4.81420 0.24 0.08 0.29 0.07
H 7.18530 -1.35296 -3.77065 0.07 -0.08 -0.14 0.09
H 0.10052 -9.45973 -0.99902 0.29 -0.29 -0.33 0.08
H -4.63485 -2.40593 1.74074 0.01 0.23 -0.16 0.08
H -7.37319 0.38509 1.15968 -0.09 0.01 0.05 0.05
H 1.40756 1.82321 2.56545 -0.43 -0.25 -0.23 0.10
H 1.60326 -4.34786 7.46190 -0.15 0.35 -0.39 0.12
H -3.87841 2.22334 3.13509 -0.13 0.29 0.78 0.12
H -0.91717 -1.39903 9.48240 -0.26 -0.26 -0.24 0.08
H 5.02088 1.11737 -6.89860 0.31 -0.31 -0.38 0.11
H 4.84513 -0.67107 -1.71656 0.28 -0.27 -0.10 0.06
H -1.42519 -2.88239 -6.81255 0.52 -0.14 -0.22 0.08
H 6.46320 0.63345 -5.00862 0.03 0.27 0.52 0.12
H -1.69377 -2.86878 7.21334 0.06 0.14 0.09 0.08
H 2.53066 -0.63479 -1.60473 0.28 1.20 0.51 0.07
H -5.81703 4.42435 0.60838 -0.35 -0.79 -0.28 0.05
H -4.90829 0.94342 -6.71006 0.09 -0.23 0.02 0.07
H -5.00240 0.02289 0.34880 0.66 -0.41 -0.19 0.12
H -6.03443 -1.11846 4.94632 -0.18 -0.05 0.14 0.10
H -7.50790 4.47827 1.27452 0.13 -0.40 -0.11 0.08
H 7.50783 0.90630 5.41139 -0.09 -0.15 0.19 0.08
H -0.02502 3.12002 -5.75519 -0.28 0.49 0.12 0.08
H -0.08952 2.97857 -1.86602 0.11 0.58 0.27 0.07
H -7.98996 -0.93468 2.13658 0.51 0.07 0.75 0.08
H 1.07605 -4.88607 3.76435 0.09 0.16 0.75 0.08
H 3.99184 5.40406 1.55281 0.39 0.38 0.50 0.07
H -4.88551 4.29469 -3.86319 0.62 0.21 0.62 0.12
H 8.72338 -3.49123 4.32034 0.44 0.29 0.15 0.11
H -6.14846 -2.61612 2.54692 0.03 -0.05 0.30 0.08
H 9.77867 -1.33860 3.49393 0.46 0.01 0.49 0.12
H 2.36728 4.40313 -1.92266 -0.01 0.00 0.12 0.06
H -6.24128 7.00412 -3.97748 -0.16 0.30 0.23 0.09
H -0.43512 -0.94217 1.16717 0.02 -0.03 -0.06 0.08
H 3.05168 -2.74496 -7.06190 0.25 0.07 -0.12 0.09
H 2.94022 -1.38503 0.03020 0.46 -0.11 -0.56 0.10
H -5.73941 -2.59463 -5.55944 0.19 -0.26 -0.09 0.11
H -4.47453 5.06664 -0.61561 -0.08 0.07 0.02 0.06
H -9.42680 4.61846 -0.14828 -0.30 -0.03 -0.38 0.09
H 3.12856 -1.86554 -2.44445 -0.07 -0.43 0.02 0.03
H 8.10018 -2.02922 0.06447 0.03 -0.38 0.25 0.09
H -4.42143 -0.64570 -8.76532 -0.40 -0.24 1.13 0.08
H 3.13654 -3.53604 -5.49778 -0.40 0.19 0.09 0.07
H 1.45149 -5.62833 -4.10200 -0.10 -0.25 0.03 0.09
H -5.75522 -1.17888 -6.50597 0.39 0.02 -0.54 0.10
H -4.12069 2.25567 0.92538 0.36 -0.13 0.22 0.10
H 8.76343 -2.88516 2.01275 -0.03 0.35 -0.25 0.11
H 9.69704 1.08610 2.64257 -0.06 0.30 -0.08 0.08
H 7.69868 1.13733 1.13518 -0.18 0.15 -0.09 0.10
H 5.40971 -0.67726 -6.66220 0.22 0.38 -0.69 0.10
H 4.39806 0.79786 -2.45239 0.44 0.44 -0.35 0.08
H -0.28442 -8.03968 -3.39020 -0.05 -0.01 0.08 0.11
H 3.06560 -2.65779 6.37364 -0.34 0.17 -0.23 0.11
H -0.77639 6.22010 0.97881 0.52 -0.30 -0.52 0.07
H 4.87433 1.38500 -4.56402 0.31 0.10 0.29 0.11
H 3.24769 7.02760 1.93420 -0.47 -0.37 0.18 0.08
H -7.48389 3.15625 3.75980 0.32 0.05 0.05 0.08
H 3.46587 3.24505 -2.73032 -0.42 -0.19 0.03 0.06
H -4.70091 -2.12057 3.45358 -0.03 0.30 0.06 0.07
H -0.29811 -5.46817 -4.52344 0.10 -0.61 0.10 0.08
H 1.26187 2.38918 -4.97335 0.32 0.20 0.41 0.07
H 6.39322 -2.68469 0.21212 0.29 -0.17 -0.28 0.09
H -4.07128 -1.82885 -4.11229 0.60 0.43 0.18 0.13
H 3.23351 -0.06619 5.52669 0.09 -0.13 0.29 0.08
H 1.55418 3.31504 -0.11416 0.05 -0.26 -0.22 0.09
H -2.32189 -2.10639 4.72008 0.44 -0.17 0.53 0.07
H 1.60953 -2.77398 3.63175 0.05 0.22 -0.02 0.02
H -0.47432 -3.96639 6.63639 -0.26 -0.40 0.09 0.08
H 1.11613 5.09264 -5.72776 -0.08 -0.02 0.06 0.10
H -0.71739 -0.07730 -5.90711 0.13 0.14 -0.13 0.07
H -3.52601 5.16101 -2.01427 0.16 0.41 -0.23 0.08
H 7.28421 -3.68622 2.37109 -0.22 0.08 0.07 0.12
H -5.71748 2.09561 0.77565 -0.82 -0.47 0.63 0.08
H 3.07964 0.33597 1.60153 -0.18 -0.40 -0.12 0.11
H -1.97468 -5.09424 -2.81252 0.07 0.18 -0.15 0.08
H 6.33200 1.15096 4.18600 0.17 -0.18 -0.63 0.08
H -5.30092 3.32742 2.78813 0.52 0.24 0.39 0.11
H 9.20856 -1.04979 5.20140 0.30 -0.26 -0.02 0.12
H -1.52287 2.12972 -1.64448 -0.29 -0.05 0.38 0.07
H -1.65432 2.62043 1.38280 -0.19 -0.11 0.03 0.08
H 4.03810 -1.48153 7.10607 -0.07 0.30 0.68 0.12
H 1.54053 -4.16232 9.17736 -1.40 -0.18 0.00 0.12
H -1.88421 -2.81954 -8.56480 -0.24 -0.26 0.21 0.08
H -1.11354 -6.46004 0.64174 -0.20 -0.23 0.60 0.07
H -2.40437 1.58415 -4.03609 0.00 -0.02 -0.52 0.08
H -7.13445 -1.26038 0.69259 0.40 -0.07 -0.01 0.08
```
Positions in Å, forces in eV/Å.